43
Properties=species:S:1:pos:R:3 method="wB97M-V/def2-TZVPD" charge=+2 spin_multiplicity=1
I 0.89088 1.61746 1.38223
I 0.90230 -1.50206 1.44899
Y 0.18313 -0.18568 -3.22730
P -2.44777 -0.06693 -1.51217
C -3.11043 0.00589 0.19995
C -3.37104 1.32205 -2.28356
H -4.44732 1.11588 -2.36827
H -4.45349 -1.30817 -2.26368
H -2.92048 1.53148 -3.26703
H -2.93568 -1.79707 -3.13784
H -2.73950 0.92112 0.71071
H -3.19388 2.22199 -1.68375
C -3.37749 -1.51028 -2.16785
H -4.22535 0.00159 0.21974
H -3.20649 -2.36052 -1.49794
H -2.73807 -0.86037 0.78798
P 2.91991 -0.06325 -1.94052
C 3.78668 0.00971 -0.30160
C 3.85024 -1.45981 -2.72585
H 3.35934 1.43733 -3.80847
H 4.90754 1.05729 -2.97864
H 3.76050 2.22997 -2.31147
C 3.83558 1.27537 -2.83699
H 3.38076 -1.70177 -3.68527
H 4.91969 -1.24065 -2.88120
H 4.89390 0.01155 -0.32239
H 3.46443 -0.83055 0.33342
H 3.78796 -2.36914 -2.12422
H 3.45654 0.89740 0.26194
Cl -0.55266 -0.18306 -5.49937
C 1.02353 0.14885 4.02158
P -0.55212 0.12095 3.09003
C -1.47803 -1.34735 3.67559
C -1.49183 1.60719 3.60877
H 1.59699 -0.77852 3.82613
H 0.68063 0.18797 5.04749
H 1.60340 1.05870 3.76408
H -1.72465 -1.09530 4.72562
H -2.37094 -1.52811 3.04899
H -0.86178 -2.25584 3.57950
H -1.72893 1.40440 4.67123
H -0.89122 2.51655 3.44929
H -2.38478 1.74376 2.97210

=====

54
Properties=species:S:1:pos:R:3 method="wB97M-V/def2-TZVPD" charge=0 smiles=CO.CO.CO.CO.CO.CO.CO.CO.CO spin_multiplicity=1
C 5.52757 1.73450 1.75016
O 4.33746 2.11737 1.05840
H 5.33192 0.70696 2.05667
H 6.41877 1.74419 1.12263
H 5.73622 2.32177 2.64440
H 3.98364 1.42107 0.50022
C 3.32133 -0.64173 -1.68933
O 3.49924 -0.40976 -0.28528
H 2.67367 0.02084 -2.26347
H 4.24033 -0.63565 -2.27542
H 3.09503 -1.70732 -1.72658
H 4.29748 -0.87941 -0.03261
C 0.14050 -3.02770 2.70903
O 1.01401 -1.99198 3.19324
H -0.60116 -3.36525 3.43296
H -0.34225 -2.76223 1.76851
H 0.78096 -3.87581 2.46690
H 1.27085 -1.46912 2.43018
C -4.24301 2.31029 -0.05232
O -2.86031 2.76147 -0.05574
H -4.79350 2.78359 -0.86538
H -4.23120 1.23631 -0.23814
H -4.65353 2.35065 0.95660
H -2.50017 2.64924 0.82704
C -2.38872 3.26106 3.60949
O -2.36750 2.22919 2.67067
H -3.25209 3.34266 4.26982
H -1.46122 3.28418 4.18161
H -2.30965 4.26033 3.18135
H -1.93997 1.48531 3.10130
C 0.61431 -2.95021 -2.57452
O -0.15396 -3.08257 -3.78425
H 1.40365 -3.69804 -2.65047
H 0.99863 -1.93367 -2.49053
H 0.00678 -3.21789 -1.71002
H -1.04334 -2.76573 -3.61038
C 0.32819 0.46239 -4.55606
O 0.12251 1.87159 -4.76028
H -0.05788 0.08209 -3.61031
H -0.13590 -0.21015 -5.27747
H 1.39490 0.23962 -4.58086
H 0.49730 2.19068 -5.58449
C -4.03143 -1.52848 1.10048
O -3.02047 -1.68684 0.16161
H -4.07485 -0.46637 1.34156
H -5.01018 -1.94282 0.85865
H -3.89305 -2.00794 2.06954
H -2.82350 -2.62319 0.23929
C -0.14458 0.49913 0.08118
O 0.75485 -0.36772 0.80193
H -1.16739 0.39651 0.44372
H 0.16618 1.54153 0.15138
H -0.09090 0.16529 -0.95505
H 1.63544 -0.22225 0.44838

=====

14
Properties=species:S:1:pos:R:3 method="wB97M-V/def2-TZVPD" charge=0 smiles="C#CCCNC=O" spin_multiplicity=1
O 1.65205 1.34914 -2.28491
C 0.67460 0.63183 -2.19256
N 0.21438 0.08120 -1.04050
C 0.89009 0.23461 0.22894
C -0.11871 0.38112 1.37562
C -1.10937 -0.70072 1.36027
C -1.91039 -1.59820 1.27421
H 0.04367 0.36278 -3.06180
H -0.55498 -0.57176 -1.08701
H 1.51906 1.12445 0.15358
H 1.54323 -0.62535 0.42518
H 0.41867 0.37665 2.33140
H -0.63585 1.34353 1.29578
H -2.62646 -2.38928 1.22181

=====

42
Properties=species:S:1:pos:R:3 method="wB97M-V/def2-TZVPD" charge=0 spin_multiplicity=1
F -2.33868 4.40669 -1.82506
C -2.12044 3.05742 -1.65209
C -3.19906 2.19103 -1.78935
C -2.93953 0.81639 -1.67473
C -1.64748 0.35260 -1.45920
C -0.52991 1.23899 -1.32666
C 0.77050 0.66437 -1.17468
C 2.03068 1.28342 -1.44247
C 3.17004 0.42293 -1.56108
C 4.46116 0.90522 -1.69945
C 4.70333 2.28476 -1.78798
C 3.59148 3.12568 -1.76437
F 3.79639 4.47847 -1.92657
C 2.28414 2.67382 -1.63954
C -0.82501 2.63562 -1.38702
H -4.19647 2.57166 -1.99366
H -3.76791 0.10636 -1.77900
H -1.46173 -0.72273 -1.39481
H 0.81533 -0.41451 -1.09096
H 3.00255 -0.64881 -1.51059
H 5.29767 0.19853 -1.75253
H 5.70473 2.68537 -1.91138
H 1.47438 3.38606 -1.68978
H -0.05342 3.37174 -1.21536
C 0.74704 -1.62450 0.58827
N 1.94982 -1.30579 1.16649
O 3.02687 -1.38495 0.50022
O 2.00875 -0.98198 2.39498
C -0.36070 -1.98680 1.41445
C -0.40274 -1.68632 2.80590
C -1.43869 -2.12700 3.60610
C -2.52416 -2.82028 3.02420
N -3.72059 -3.02954 3.76136
O -4.67949 -3.57421 3.16747
O -3.76999 -2.64075 4.94949
C -2.49772 -3.17911 1.65469
C -1.43368 -2.77008 0.86957
H 0.75304 -2.02643 -0.43369
H 0.43723 -1.14851 3.23478
H -1.42945 -1.93999 4.67370
H -3.31904 -3.77176 1.25414
H -1.36926 -3.07311 -0.18385

=====

141
Properties=species:S:1:pos:R:3 method="wB97M-V/def2-TZVPD" charge=-1 spin_multiplicity=1
O 3.43978 0.98119 -1.30138
H 2.67236 0.42466 -1.45279
H 3.24051 1.63305 -0.62539
H 4.04166 0.31251 -0.96638
S 0.38314 0.17317 -0.24967
O -0.88948 -0.47298 -0.33903
O 0.86753 -0.02912 1.10239
O 1.27505 -0.31053 -1.30410
O 0.18561 1.60787 -0.42760
C -0.64626 3.39243 4.39318
C 0.06024 2.64958 3.28564
C 1.58621 2.63241 3.32916
O 2.24656 3.90573 3.40248
C 3.59245 3.88231 3.90802
N -0.36291 1.28563 3.20640
H -1.73327 3.32239 4.35307
H -0.51459 4.47072 4.30332
H -0.53109 2.88780 5.35245
H -0.22751 3.12170 2.34629
H 2.08527 1.99005 2.60363
H 1.79396 2.19162 4.30417
H 4.08526 3.17644 3.23947
H 3.56660 3.62550 4.96703
H 4.03850 4.83405 3.61940
H -0.01459 0.97598 2.31035
H 0.13035 0.68912 3.85521
C 4.71431 0.41941 2.54848
C 4.04805 -0.88933 2.86218
C 3.14303 -0.88747 4.09153
O 3.71512 -0.49427 5.31531
C 2.80984 -0.79664 6.36604
N 3.30976 -1.34445 1.70394
H 3.97498 1.19473 2.34757
H 5.48457 0.26496 1.79287
H 5.24622 0.94348 3.34254
H 4.87831 -1.56345 3.07273
H 2.78049 -1.91531 4.10604
H 2.24257 -0.28143 3.99166
H 2.54627 -1.85069 6.45326
H 1.88311 -0.23627 6.24253
H 3.23626 -0.55151 7.33875
H 2.39907 -0.90990 1.66023
H 3.83387 -1.18108 0.85617
C 1.58728 5.11543 0.00173
C 2.62616 4.10694 -0.60639
C 4.04588 4.70440 -0.89988
O 4.82446 3.64729 -1.49355
C 5.94525 4.18692 -2.17831
N 2.69774 3.00849 0.34391
H 1.76538 5.09148 1.07682
H 0.57508 4.76206 -0.19494
H 1.55451 6.17643 -0.24584
H 2.31213 3.61809 -1.52862
H 4.53015 4.92908 0.05043
H 3.96079 5.64069 -1.45143
H 6.74833 3.48535 -1.95258
H 6.18685 5.19253 -1.83410
H 5.73446 4.33813 -3.23699
H 2.79134 3.53114 1.20309
H 1.87315 2.42736 0.39326
C -0.29783 4.46030 -3.35471
C -0.40458 2.90176 -3.62941
C 0.86547 2.10449 -3.70870
O 1.77218 2.74309 -4.64616
C 3.13751 2.43068 -4.35923
N -1.33438 2.40108 -2.61124
H 0.14234 4.79901 -2.41683
H -1.27425 4.93119 -3.46858
H 0.38192 4.80668 -4.13321
H -0.88117 2.82028 -4.60630
H 0.69168 1.05824 -3.96020
H 1.26804 2.13616 -2.69626
H 3.42879 3.07980 -3.53345
H 3.79845 2.64673 -5.19862
H 3.32092 1.37298 -4.17026
H -0.90148 2.23600 -1.71376
H -1.59352 1.45422 -2.84874
C 0.53748 -4.17997 3.29259
C -0.52764 -3.30883 2.61956
C -0.83029 -2.14904 3.58449
O -1.54351 -2.66725 4.71730
C -1.70783 -1.73098 5.74839
N 0.16594 -2.78683 1.49425
H 1.11590 -4.82642 2.63257
H -0.00429 -4.89405 3.91284
H 1.26992 -3.61578 3.86995
H -1.28596 -3.97405 2.20662
H -1.42924 -1.37381 3.10662
H 0.05643 -1.61246 3.92201
H -0.77353 -1.41020 6.20912
H -2.35865 -2.13054 6.52612
H -2.18280 -0.85736 5.30196
H 0.68378 -1.93324 1.64701
H -0.50638 -2.33308 0.89244
C 0.52530 -2.17662 -4.90150
C -0.61185 -1.83452 -3.90089
C -1.94674 -2.61336 -4.15730
O -2.60597 -2.30485 -5.29620
C -3.04901 -0.94215 -5.41499
N -0.12737 -2.06640 -2.56951
H 1.51924 -1.75864 -4.74192
H 0.17592 -2.00267 -5.91924
H 0.73173 -3.24267 -4.99642
H -0.82861 -0.77343 -4.02412
H -2.69475 -2.43539 -3.38469
H -1.78004 -3.67747 -3.99000
H -3.81608 -0.87392 -4.64359
H -3.64873 -0.71313 -6.29589
H -2.29585 -0.16060 -5.31477
H 0.49308 -1.30914 -2.32111
H -0.80145 -1.81746 -1.85977
C -4.51048 -0.38948 -1.97853
C -4.99650 -1.78632 -1.41706
C -5.74044 -2.48825 -2.54989
C -5.94065 -4.01342 -2.38602
C -4.59639 -4.58126 -2.07245
C -3.81942 -4.02406 -0.87437
N -3.74226 -2.49331 -0.98484
O -3.14033 -1.81700 0.07759
C -4.44075 -4.49463 0.49716
C -2.35317 -4.57804 -0.92784
C -6.00049 -1.43372 -0.31354
H -4.65391 0.48300 -1.34111
H -5.23528 -0.03135 -2.70961
H -3.50218 -0.35921 -2.39148
H -6.70444 -2.05310 -2.81341
H -5.07176 -2.30416 -3.39077
H -6.30558 -4.59602 -3.23190
H -6.62108 -4.32972 -1.59540
H -3.91861 -4.48791 -2.92098
H -4.58020 -5.66277 -1.93759
H -5.31721 -3.98275 0.89454
H -4.54458 -5.57770 0.56253
H -3.70225 -4.34425 1.28462
H -1.78285 -4.47975 -0.00416
H -2.33796 -5.64155 -1.16615
H -1.79419 -4.03494 -1.68986
H -6.68997 -0.62168 -0.54442
H -5.49899 -1.11832 0.60140
H -6.59642 -2.31044 -0.05989
H -2.27603 -1.58014 -0.26659

=====

21
Properties=species:S:1:pos:R:3 method="wB97M-V/def2-TZVPD" charge=0 smiles="CNC(N)N.CC=O" spin_multiplicity=1
C -0.48802 1.52688 0.16460
C -0.53585 -1.08939 -1.25311
C -1.97810 1.52138 -0.06730
N -0.19356 -0.66031 0.09060
O 0.32286 1.88487 -0.66214
H 2.00058 0.61552 -0.46308
H -0.82173 -1.08501 0.76753
H -0.22193 1.48350 1.23892
H -0.08425 -0.39667 -1.96428
H -0.17951 -2.10629 -1.46638
H -1.61496 -1.06197 -1.38203
H -2.35738 2.48858 0.26666
H -2.47609 0.74837 0.51064
H -2.20000 1.41278 -1.12549
N 1.49219 -0.60084 1.82493
C 1.21994 -0.99183 0.47408
N 2.18311 -0.38008 -0.37908
H 0.72909 -0.82680 2.45043
H 1.68780 0.39137 1.87135
H 2.17184 -0.78317 -1.30636
H 1.34396 -2.09090 0.40950

=====

In the order shown, the computed Kohn-Sham gap values come out to 4.3 9.9 10.7 4.2 7.3 10.0 eV.